A structure of composition C33H38F6N5PbSSb2, computed with ωB97M-V/def2-TZVPD.

Geometry (Å):
Pb 1.37948 1.41673 -0.65516
C -1.02268 3.77966 2.70631
C -0.04326 3.00429 1.88849
N 0.33000 3.28272 0.70802
C 0.07402 4.49349 -0.04724
C 0.91100 4.41629 -1.34420
N 2.19523 3.73501 -1.04565
C 3.29003 3.85218 -2.02273
C 3.18378 2.83049 -3.15759
N 2.94708 1.46113 -2.67753
C 4.10721 0.60631 -2.36453
C 4.63867 0.73367 -0.93470
N 3.56969 0.70354 0.05662
C 3.69321 0.22132 1.22892
C 4.89893 -0.47674 1.76201
C 2.52234 0.43579 2.15558
C 2.32290 -0.20000 3.37297
C 1.23075 0.19143 4.13562
C 0.39779 1.22143 3.70703
C 0.66049 1.80284 2.47680
N 1.67984 1.36676 1.74042
H -2.01256 3.32785 2.59171
H -1.08836 4.81024 2.36304
H -0.76963 3.77423 3.76439
H 0.39901 5.35634 0.54230
H -0.98173 4.63757 -0.28591
H 1.07319 5.42013 -1.74056
H 0.37706 3.83681 -2.10275
H 2.52017 4.08859 -0.15111
H 4.21854 3.68893 -1.47581
H 3.33068 4.85507 -2.45545
H 4.09797 2.89207 -3.75455
H 2.34990 3.09684 -3.80880
H 2.39106 0.96452 -3.36463
H 4.93730 0.80126 -3.04950
H 3.78366 -0.42056 -2.50719
H 5.17245 1.67978 -0.80425
H 5.35533 -0.07477 -0.79673
H 5.80785 -0.16806 1.25480
H 4.77368 -1.55256 1.60327
H 5.01801 -0.30103 2.82901
H 2.98681 -0.97997 3.71760
H 1.04088 -0.28804 5.08685
H -0.42299 1.55737 4.32490
S -1.52218 0.66129 -0.06467
Sb -2.26607 -1.54129 -0.30771
C -4.14942 -0.96420 0.51987
C -4.48122 -1.34130 1.81856
C -5.67287 -0.88972 2.37017
C -6.51014 -0.05749 1.63849
C -6.17119 0.32039 0.34663
C -4.98462 -0.12527 -0.21723
C -2.63680 -1.86508 -2.36086
C -2.72969 -0.73580 -3.16325
C -2.94398 -0.89827 -4.52553
C -3.04634 -2.17160 -5.06541
C -2.95483 -3.29090 -4.24871
C -2.74486 -3.14649 -2.88597
C -1.65366 -2.97712 1.11641
C -1.13036 -2.51098 2.31353
C -0.77311 -3.43282 3.28580
C -0.93775 -4.79164 3.05145
C -1.46101 -5.23804 1.84728
C -1.82243 -4.32929 0.86236
H -3.84391 -2.00064 2.39211
H -5.94567 -1.19202 3.37243
H -7.43514 0.29250 2.07676
H -6.82847 0.96382 -0.22267
H -4.73150 0.16358 -1.23021
H -2.64229 0.25770 -2.74094
H -3.02914 -0.02777 -5.16215
H -3.19679 -2.29390 -6.12944
H -3.04034 -4.28252 -4.67149
H -2.66659 -4.02438 -2.26087
H -0.99356 -1.44849 2.48107
H -0.36476 -3.09071 4.22796
H -0.65476 -5.50630 3.81219
H -1.58235 -6.29659 1.66262
H -2.21368 -4.68724 -0.07971
F 1.12360 -1.28458 0.22517
Sb 1.80558 -2.56362 -1.06061
F 1.93044 -3.76560 0.36325
F 0.03318 -3.11643 -1.47330
F 2.45336 -3.67081 -2.40358
F 1.54755 -1.08778 -2.26286
F 3.54300 -1.89356 -0.71704

Forces on atoms 1 to 3 (eV/Å):
-0.1 -0.4 -0.4
0.0 0.0 0.0
0.1 0.1 0.0

Calculated values
Highest occupied orbital energy (alpha / beta) (eV): -13.69 / -13.94
2S+1: 2
Gap between HOMO and LUMO (alpha / beta) (eV): 7.916 / 5.865
Energy relative to the best compared isomer or geometry (same formula, charge and spin) (kJ/mol): 10.10
Charge: +2
Strongest force on any atom (eV Å⁻¹): 1.18